Entry 1:
{"formula": "C2HGdO3", "method": "ωB97M-V/def2-TZVPD", "species": ["Gd", "O", "O", "O", "C", "C", "H"], "xyz": [[4.011, 0.555, 0.107], [1.077, -0.806, -0.247], [-2.452, 0.013, 0.159], [1.450, 0.466, 0.209], [-0.187, -0.891, -0.268], [-1.243, -0.295, 0.023], [-2.655, 0.957, 0.017]], "atomic_forces_ev_per_a": [[-0.92, 0.10, 0.05], [0.80, -1.27, -0.36], [2.31, -1.18, 0.06], [1.42, 0.41, 0.15], [0.64, 0.45, 0.20], [-3.74, 0.78, -0.02], [-0.50, 0.70, -0.09]], "lumo_energy_ev": [-15.40, -17.92], "homo_lumo_gap_ha": [0.294, 0.199], "multiplicity": 9, "max_force_ev_per_a": 3.8, "homo_ha": [-0.85950, -0.85707], "e_above_lowest_kj_mol": 301.08, "total_charge": 3, "s_squared": 20.646}


Entry 2:
{"formula": "C4H10N2O", "method": "ωB97M-V/def2-TZVPD", "species": ["O", "N", "N", "C", "C", "C", "C", "H", "H", "H", "H", "H", "H", "H", "H", "H", "H"], "xyz": [[1.225, -1.203, 1.798], [-0.101, -1.663, -0.830], [0.199, 1.150, 0.705], [0.690, 0.841, -0.634], [-0.475, 0.390, 1.494], [-0.227, -0.230, -1.287], [0.122, -0.819, 2.071], [0.328, 1.631, -1.387], [-0.137, -0.335, -2.360], [0.480, -2.128, -1.516], [-1.248, 0.057, -1.046], [-0.515, -1.346, 2.795], [-0.100, 2.121, 0.680], [-1.143, 1.919, -1.932], [1.682, 0.401, -0.700], [0.397, -1.743, 0.048], [-1.176, 0.958, 2.104]], "atomic_forces_ev_per_a": [[0.71, -0.18, -0.10], [0.47, 0.77, 0.00], [0.45, 1.49, -2.26], [-0.89, -2.51, -1.54], [-0.08, 0.71, 1.78], [-0.54, -2.17, 1.55], [-1.06, -0.56, 0.05], [0.30, 0.76, 0.78], [0.14, 0.89, -0.19], [-0.04, -0.28, 0.08], [-0.01, 0.16, -0.47], [0.01, 0.03, 0.18], [-0.03, 0.06, 0.33], [0.29, 0.45, 0.00], [0.53, 1.04, 0.13], [0.05, -0.12, -0.35], [-0.29, -0.55, 0.04]], "lumo_energy_ev": -2.61, "homo_lumo_gap_ha": 0.150, "max_force_ev_per_a": 3.1, "homo_ha": -0.24604, "e_above_lowest_kj_mol": 803.80, "total_charge": 0}


Entry 3:
{"formula": "C42H36GeKN11O3S2", "method": "ωB97M-V/def2-TZVPD", "species": ["Ge", "K", "S", "S", "O", "O", "O", "N", "N", "N", "N", "N", "N", "N", "N", "N", "N", "N", "C", "C", "C", "C", "C", "C", "C", "C", "C", "C", "C", "C", "C", "C", "C", "C", "C", "C", "C", "C", "C", "C", "C", "C", "C", "C", "C", "C", "C", "C", "C", "C", "C", "C", "C", "C", "C", "C", "C", "C", "C", "C", "H", "H", "H", "H", "H", "H", "H", "H", "H", "H", "H", "H", "H", "H", "H", "H", "H", "H", "H", "H", "H", "H", "H", "H", "H", "H", "H", "H", "H", "H", "H", "H", "H", "H", "H", "H"], "xyz": [[1.732, 0.487, -2.753], [-0.575, -0.167, -0.031], [-1.571, -2.542, 1.566], [-1.299, -0.652, 4.224], [-1.744, -2.998, 0.198], [-0.210, -2.570, 2.077], [0.186, 1.042, -1.968], [1.710, 1.167, 3.673], [-2.254, -1.126, 1.639], [-4.705, -6.205, 5.056], [-2.861, 0.794, 2.797], [-4.083, -0.422, -0.328], [-0.521, 2.238, 0.928], [1.361, 0.188, 1.645], [-0.457, -1.515, -2.927], [-2.633, -1.814, -3.069], [-0.744, 4.462, 2.779], [2.392, -0.009, 3.547], [-1.887, -4.221, 3.725], [3.896, -3.298, -0.905], [-3.807, -3.897, 2.325], [-2.077, -3.063, -2.956], [-2.178, 3.287, -3.562], [3.011, 2.839, -3.744], [-0.882, 1.458, -2.703], [-2.922, 1.035, -3.901], [1.501, 0.196, -4.648], [2.517, -1.048, -1.858], [3.824, -1.317, -2.263], [-3.961, -5.327, 4.258], [2.154, -0.569, 2.365], [-1.621, -0.912, -3.045], [3.237, 1.922, -0.153], [-2.196, -0.324, 2.778], [-1.323, 3.303, 0.740], [0.197, 2.332, 2.129], [3.772, 4.040, -3.758], [-2.646, 1.461, 3.977], [3.447, 2.576, -1.392], [4.757, 4.252, -0.187], [0.045, 3.436, 2.985], [-3.111, 2.395, -4.077], [2.851, 2.094, -2.604], [2.601, -3.038, -0.474], [-4.768, -0.315, -1.256], [-1.067, 2.826, -2.878], [-0.734, -2.862, -2.882], [-1.832, 0.847, 4.866], [4.363, 4.480, -2.617], [-2.626, -5.065, 4.541], [1.083, 1.263, 2.492], [-1.455, 4.368, 1.585], [4.535, 3.599, 0.988], [-1.816, 0.544, -3.209], [-2.470, -3.638, 2.614], [4.509, -2.434, -1.796], [3.752, 2.420, 1.007], [4.205, 3.765, -1.400], [1.924, -1.923, -0.941], [-4.546, -4.735, 3.134], [2.106, -3.689, 0.238], [2.560, 2.529, -4.677], [1.199, -0.834, -4.814], [-5.699, -6.039, 5.032], [-3.430, -0.565, 0.487], [-0.851, -4.007, 3.949], [4.332, -0.649, -2.952], [-2.323, 4.354, -3.680], [5.334, 5.170, -0.210], [-4.272, -3.434, 1.463], [0.923, -1.770, -0.568], [-3.986, 2.756, -4.601], [0.632, 3.438, 3.902], [0.043, -3.596, -2.747], [2.436, 0.403, -5.168], [-3.074, 2.444, 4.108], [-5.586, -4.935, 2.903], [2.910, -0.380, 4.320], [3.528, 1.931, 1.947], [2.564, -1.522, 2.068], [-2.675, -3.952, -2.871], [-2.137, 5.175, 1.350], [4.426, -4.170, -0.540], [-3.609, -1.575, -2.972], [-2.162, -5.519, 5.409], [2.610, 1.042, -0.104], [3.871, 4.599, -4.681], [-1.479, 1.218, 5.814], [-0.345, 3.497, -2.431], [-1.932, 3.294, -0.163], [5.522, -2.625, -2.129], [4.931, 3.991, 1.917], [-3.646, 0.337, -4.301], [0.729, 0.857, -5.046], [-4.373, -6.277, 6.006], [4.945, 5.395, -2.609]], "atomic_forces_ev_per_a": [[-0.01, 0.35, 0.06], [-0.38, 0.07, -0.10], [0.19, -0.45, 0.05], [0.31, -0.06, 0.06], [-0.02, 0.16, 0.15], [-0.12, 0.12, -0.08], [0.25, 0.15, -0.82], [0.04, -0.06, -0.09], [-0.44, 0.05, 0.92], [0.03, 0.03, 0.00], [-0.03, 0.05, 0.15], [0.06, 0.10, 0.11], [0.21, 0.52, 0.59], [0.13, 0.19, 0.64], [0.03, -0.19, -0.06], [-0.05, -0.01, -0.03], [-0.18, -0.03, -0.32], [-0.03, 0.07, 0.12], [0.05, -0.03, 0.03], [-0.03, -0.07, 0.07], [-0.01, 0.03, -0.02], [-0.05, 0.02, 0.03], [0.01, 0.12, 0.03], [0.22, 0.23, -0.06], [0.29, 0.04, 0.11], [-0.09, 0.07, 0.01], [-0.13, -0.12, -0.24], [0.08, -0.22, 0.21], [0.08, -0.08, 0.02], [-0.11, -0.01, 0.00], [-0.04, -0.08, -0.20], [0.05, 0.45, -0.04], [-0.04, 0.00, -0.09], [-0.28, -0.38, -0.72], [-0.12, -0.19, -0.27], [-0.10, 0.04, -0.27], [-0.18, -0.24, -0.06], [0.17, 0.01, -0.11], [-0.26, -0.24, 0.08], [-0.03, -0.02, -0.13], [0.18, -0.15, 0.17], [0.05, -0.08, 0.04], [0.18, 0.14, -0.02], [0.07, 0.08, 0.03], [0.00, -0.07, -0.04], [-0.16, -0.11, -0.04], [-0.02, 0.09, 0.06], [-0.16, 0.14, 0.12], [0.06, 0.04, 0.17], [0.04, 0.03, -0.02], [-0.05, -0.08, -0.06], [0.14, 0.10, 0.33], [-0.09, -0.17, 0.08], [0.08, -0.32, -0.02], [-0.36, -0.13, 0.04], [-0.02, 0.06, -0.03], [0.13, 0.13, 0.04], [0.14, 0.24, -0.05], [0.02, 0.16, -0.14], [0.04, -0.02, 0.03], [0.00, -0.02, -0.01], [-0.04, -0.05, -0.01], [0.00, 0.00, -0.03], [0.00, 0.00, -0.01], [-0.07, -0.21, 0.01], [0.01, 0.01, -0.02], [-0.03, 0.03, 0.00], [-0.01, -0.01, -0.01], [0.00, 0.00, -0.01], [0.05, 0.02, -0.02], [0.23, -0.25, -0.22], [0.00, 0.01, -0.01], [-0.02, 0.02, -0.01], [0.02, 0.02, -0.02], [0.02, -0.05, -0.02], [-0.01, -0.01, 0.00], [0.00, 0.00, 0.00], [0.02, 0.01, 0.03], [0.06, 0.04, -0.01], [0.00, 0.01, -0.02], [-0.01, 0.00, -0.02], [0.00, 0.02, 0.02], [0.00, 0.00, -0.01], [0.00, -0.03, 0.02], [0.00, 0.00, 0.00], [0.00, 0.02, -0.03], [0.00, -0.01, -0.01], [-0.02, -0.04, 0.02], [0.01, 0.01, -0.02], [0.04, -0.05, -0.01], [0.00, 0.01, -0.01], [0.01, 0.01, 0.00], [0.00, 0.01, -0.01], [0.00, -0.01, 0.00], [0.01, -0.01, 0.00], [0.00, -0.01, -0.01]], "lumo_energy_ev": [2.13, 2.13], "homo_lumo_gap_ha": [0.135, 0.255], "multiplicity": 2, "max_force_ev_per_a": 1.0, "homo_ha": [-0.05691, -0.17664], "e_above_lowest_kj_mol": 73.49, "total_charge": -1, "s_squared": 0.771}


| no. | electronic energy (eV) |
| --- | --- |
| 1 | -29023.487 |
| 2 | -9330.657 |
| 3 | -161186.444 |